Run P
Molecular formula: C3H10NO3
Method: DFT, ωB97M-V/def2-TZVPD

HOMO-LUMO gap	0.432	Eh

Geometry as ORCA input:
```
! RIJCOSX wB97M-V def2-TZVPD def2/J DEFGRID3
* xyz 1 1
O 1.20656 1.52274 0.52998
C 1.61163 0.93671 -0.63023
C 0.20252 0.57912 -1.18077
N -0.70284 -0.08186 -0.03071
C -2.19327 -0.27894 -0.56333
O 2.72272 0.95602 -0.98347
H 1.98534 1.67298 1.13074
H 0.21101 -0.08272 -1.96724
H -0.08801 1.53926 -1.70415
H -0.09731 -0.96290 -0.00991
H -0.62253 0.32200 0.91028
H -2.72837 -0.51846 0.20655
H -2.26636 -1.08190 -1.31490
H -2.34988 0.79216 -0.97535
H 0.67088 -1.54068 2.86879
H 1.62177 -2.15770 1.77323
O 0.81611 -1.61582 1.94047
*
```

Run Q
Molecular formula: C3H10NO3
Method: DFT, ωB97M-V/def2-TZVPD

HOMO-LUMO gap	0.432	Eh

Geometry as ORCA input:
```
! RIJCOSX wB97M-V def2-TZVPD def2/J DEFGRID3
* xyz 1 1
C -1.23139 0.50737 -0.81942
C -0.00646 0.07159 -1.59297
C 1.26523 0.61536 -1.00848
O 2.31300 0.32697 -1.76391
O 1.33880 1.21835 0.03662
N -1.06598 0.14668 0.64806
H -1.35936 1.57794 -0.89837
H -2.10931 -0.05929 -1.12122
H -0.09152 0.28632 -2.65301
H 0.08608 -1.02085 -1.60604
H 3.11386 0.66874 -1.33284
H -0.51801 -0.71053 0.72613
H -1.94890 0.05575 1.15239
H -0.44692 0.82418 1.11494
H -0.03731 -1.05129 3.62711
H 0.51019 -2.18283 2.78662
O 0.18797 -1.27447 2.70439
*
```

Energy comparison, zero being the most stable, in eV: run P 2.339; run Q 0.000.

Run P
Molecular formula: C60H60N11O2P4SSe2W
Method: DFT, ωB97M-V/def2-TZVPD

HOMO-LUMO gap (spin up / spin down)	0.197 / 0.223	Eh
<S²>	3.783

Geometry as ORCA input:
```
! RIJCOSX wB97M-V def2-TZVPD def2/J DEFGRID3
* xyz 2 4
W -0.11883 1.06580 0.27217
O 1.41565 1.25269 -1.22282
N 2.35487 2.20116 -1.04779
C 3.62214 1.86444 -1.37003
C 4.61362 2.80215 -1.30445
C 4.28160 4.09859 -0.90062
C 2.98952 4.39840 -0.53771
C 1.98754 3.41988 -0.59321
S 0.35843 3.62623 -0.11235
H 3.76794 0.83442 -1.66186
H 5.62530 2.51606 -1.55193
H 5.04540 4.86441 -0.85382
H 2.71060 5.38332 -0.19078
Se 6.48055 -0.79963 0.60881
P 5.11484 -2.38449 0.46583
C 5.13183 -3.59870 1.80658
C 4.72356 -3.20183 3.07800
C 4.73478 -4.08978 4.13882
C 5.17488 -5.39339 3.93629
C 5.59238 -5.79628 2.67791
C 5.56852 -4.90638 1.61002
C 5.26262 -3.38912 -1.03522
C 6.42537 -3.26604 -1.78611
C 6.64491 -4.10157 -2.87787
C 5.70604 -5.06030 -3.21756
C 4.54132 -5.19274 -2.46533
C 4.32127 -4.36757 -1.37596
C 3.40734 -1.71707 0.40370
C 2.64224 -0.81635 1.14519
N 1.46713 -0.65959 0.46652
N 1.53034 -1.42392 -0.60349
N 2.66241 -2.05533 -0.66889
P 2.82291 0.20633 2.60886
Se 1.43092 1.83740 2.24960
C 4.42413 0.93275 2.90753
C 5.31390 0.39977 3.84345
C 6.51764 1.03624 4.09139
C 6.84317 2.19876 3.40577
C 5.96082 2.73113 2.47573
C 4.74668 2.11060 2.23459
C 2.32022 -0.77042 4.02680
C 1.55567 -1.91615 3.81374
C 1.06713 -2.63404 4.89324
C 1.33964 -2.20913 6.18777
C 2.09400 -1.06278 6.40231
C 2.58424 -0.33643 5.32556
H 4.39088 -2.18743 3.23457
H 4.40784 -3.76727 5.11986
H 5.19632 -6.09297 4.76179
H 5.94184 -6.80845 2.52224
H 5.90273 -5.23395 0.63523
H 7.15348 -2.51118 -1.51566
H 7.55480 -4.00279 -3.45504
H 5.88278 -5.71714 -4.06016
H 3.81363 -5.95302 -2.72199
H 3.42679 -4.49391 -0.78235
H 5.08445 -0.50739 4.38130
H 7.20481 0.61979 4.81572
H 7.78355 2.69665 3.60617
H 6.21228 3.64134 1.94675
H 4.05418 2.53797 1.52318
H 1.36840 -2.25802 2.80309
H 0.48481 -3.53172 4.72787
H 0.96742 -2.77576 7.03168
H 2.30314 -0.73149 7.41087
H 3.15581 0.56664 5.50143
C -12.72722 6.33572 -1.61920
O -12.07169 6.07198 -0.38304
C -10.84696 5.51204 -0.42490
C -10.17842 5.16672 -1.59643
C -8.91545 4.59332 -1.51222
C -8.30813 4.35971 -0.28779
C -8.99429 4.70993 0.87899
C -10.24457 5.27850 0.81359
C -6.96567 3.77470 -0.17735
N -6.34897 3.48933 0.94900
C -5.13476 2.98338 0.56791
C -5.00423 2.95916 -0.79259
N -6.18707 3.47819 -1.26572
C -3.81000 2.54965 -1.47024
C -3.56484 2.64003 -2.83181
C -2.28438 2.31401 -3.30613
C -1.33382 1.83122 -2.45156
N -1.57975 1.62105 -1.12809
C -2.78063 2.07052 -0.62819
C -2.87482 2.13608 0.77472
N -1.74786 1.77665 1.47858
C -1.78921 1.91875 2.82332
C -2.90737 2.34914 3.49999
C -4.06230 2.67675 2.79734
C -4.04494 2.59039 1.41978
H -13.68029 6.78427 -1.36214
H -12.89748 5.41204 -2.17448
H -12.15057 7.03342 -2.22829
H -10.62437 5.33661 -2.56496
H -8.42166 4.32792 -2.44135
H -8.52499 4.52868 1.83701
H -10.78304 5.55722 1.70998
H -6.45014 3.60604 -2.22651
H -4.32365 3.00817 -3.51017
H -2.02599 2.46727 -4.34598
H -0.32976 1.60349 -2.78030
H -0.89225 1.65519 3.35899
H -2.86474 2.42334 4.57804
H -4.96063 3.01759 3.29639
C -0.64259 -3.56127 -4.91561
N -0.93649 -2.08654 -5.21716
C 0.35160 -1.43535 -5.73919
N 1.41807 -1.62012 -4.82452
C 1.63637 -3.04076 -4.55741
N 0.43889 -3.67827 -4.00765
C 0.13446 -3.20572 -2.64762
P -0.16696 -1.35991 -2.52673
C -1.40723 -1.38495 -3.96726
C 1.28495 -0.84446 -3.58279
H -0.40135 -4.02827 -5.87022
H -1.55951 -3.98833 -4.51234
H -1.65159 -2.03335 -5.94259
H 0.12893 -0.37980 -5.88256
H 0.56687 -1.90746 -6.69756
H 2.45806 -3.14961 -3.85047
H 1.90115 -3.53934 -5.49081
H 0.98763 -3.45679 -2.01723
H -0.73857 -3.74145 -2.26975
H -1.68059 -0.36418 -4.23952
H -2.31326 -1.89473 -3.63349
H 2.18832 -1.00126 -2.99628
H 1.22143 0.22067 -3.80825
C -0.86549 -2.76906 0.73589
P -1.49948 -1.05813 0.90592
C -3.07324 -1.15955 -0.01089
C -2.10687 -1.14381 2.62109
H -1.70695 -3.42956 0.52078
H -0.42304 -3.07989 1.68289
H -0.11286 -2.87113 -0.03547
H -3.65275 -1.99993 0.37248
H -2.87661 -1.30099 -1.07372
H -3.65529 -0.24793 0.11103
H -2.51268 -2.14425 2.77789
H -2.89404 -0.41288 2.79543
H -1.29946 -0.97117 3.33459
*
```

Run Q
Molecular formula: C60H60N11O2P4SSe2W
Method: DFT, ωB97M-V/def2-TZVPD

HOMO-LUMO gap (spin up / spin down)	0.163 / 0.201	Eh
<S²>	3.788

Geometry as ORCA input:
```
! RIJCOSX wB97M-V def2-TZVPD def2/J DEFGRID3
* xyz 2 4
W 0.26262 -0.31208 0.24850
O -1.44065 0.26389 -0.95686
N -2.67535 0.36390 -0.45672
C -3.69109 0.61677 -1.31044
C -4.95758 0.85349 -0.85690
C -5.20851 0.84149 0.51883
C -4.18154 0.50707 1.37113
C -2.91049 0.22357 0.86972
S -1.65445 -0.42582 1.83694
H -3.41578 0.60062 -2.35460
H -5.75298 1.02804 -1.56562
H -6.19524 1.05814 0.90076
H -4.32431 0.44219 2.43978
Se -1.50495 4.11998 5.04902
P -0.39752 4.89142 3.45298
C 1.17139 5.70283 3.92353
C 1.96651 5.04444 4.85407
C 3.15854 5.59958 5.28486
C 3.55401 6.83649 4.79964
C 2.74333 7.52214 3.90767
C 1.55296 6.96362 3.46833
C -1.24775 6.15851 2.45927
C -2.40215 6.73002 2.97717
C -3.01663 7.78415 2.31491
C -2.47264 8.27536 1.13975
C -1.31039 7.71366 0.62466
C -0.69754 6.65790 1.27848
C -0.06529 3.54532 2.25312
C 0.48497 2.24576 2.26633
N 0.17689 1.69312 1.03577
N -0.51466 2.61190 0.36324
N -0.65835 3.69999 1.06354
P 1.28981 1.18474 3.47469
Se 1.72894 -0.67013 2.40542
C 0.38616 0.83114 5.00028
C 0.56928 1.61978 6.13399
C -0.13092 1.32792 7.29112
C -0.99792 0.24646 7.32701
C -1.16352 -0.55438 6.20566
C -0.47646 -0.26100 5.04181
C 2.90854 1.84855 3.90277
C 3.52031 2.84336 3.15023
C 4.84279 3.16981 3.40009
C 5.54519 2.51880 4.40284
C 4.92549 1.53882 5.16863
C 3.61194 1.18847 4.91082
H 1.62859 4.09707 5.24434
H 3.77428 5.07178 6.00047
H 4.48174 7.28014 5.13480
H 3.02780 8.50630 3.56066
H 0.92602 7.52009 2.78921
H -2.81297 6.35192 3.90489
H -3.90973 8.23195 2.72795
H -2.94279 9.10443 0.62809
H -0.86326 8.12438 -0.27256
H 0.21921 6.23259 0.88882
H 1.26092 2.44771 6.12889
H 0.00621 1.94944 8.16505
H -1.53832 0.02259 8.23662
H -1.82225 -1.41104 6.24163
H -0.60126 -0.88717 4.17280
H 2.96121 3.37092 2.38855
H 5.32823 3.93179 2.80609
H 6.58024 2.76949 4.59072
H 5.47151 1.03775 5.95549
H 3.13069 0.39478 5.46947
C 2.61299 -12.72731 -5.83123
O 2.59297 -11.40869 -6.34807
C 2.28006 -10.38181 -5.54422
C 1.98904 -10.47957 -4.18600
C 1.67591 -9.34365 -3.45960
C 1.64443 -8.08811 -4.06000
C 1.93750 -8.00035 -5.42899
C 2.25090 -9.12143 -6.15518
C 1.33453 -6.86409 -3.34150
N 1.31485 -5.67212 -3.90382
C 1.01185 -4.79241 -2.91569
C 0.84021 -5.45557 -1.70758
N 1.04243 -6.77711 -2.00308
C 0.52277 -4.78563 -0.49394
C 0.29159 -5.37476 0.73848
C -0.04382 -4.56434 1.82171
C -0.11025 -3.19752 1.65427
N 0.13454 -2.56832 0.49574
C 0.43313 -3.36227 -0.58911
C 0.61380 -2.69004 -1.79628
N 0.52161 -1.31043 -1.74360
C 0.57071 -0.65849 -2.92477
C 0.79117 -1.26324 -4.13521
C 0.98416 -2.65458 -4.19172
C 0.87494 -3.37257 -3.01505
H 2.86135 -13.36315 -6.67623
H 1.63767 -13.01734 -5.43301
H 3.37256 -12.84540 -5.05462
H 2.00691 -11.43764 -3.68570
H 1.44804 -9.45491 -2.40615
H 1.90423 -7.02894 -5.89901
H 2.48066 -9.06062 -7.20945
H 0.99770 -7.54657 -1.35844
H 0.35238 -6.44698 0.86226
H -0.26155 -4.99026 2.78912
H -0.38310 -2.58671 2.50175
H 0.44581 0.40897 -2.86066
H 0.84530 -0.66282 -5.03205
H 1.18983 -3.16871 -5.11890
C -1.56303 4.61854 -4.26103
N -1.85293 4.84202 -2.77688
C -0.84486 5.85627 -2.24486
N 0.48300 5.43646 -2.50412
C 0.69115 5.23251 -3.93113
N -0.21951 4.22667 -4.45503
C 0.06057 2.89684 -3.91745
P -0.09637 2.70900 -2.02249
C -1.78452 3.56383 -2.01175
C 0.88405 4.28588 -1.70245
H -1.76385 5.55913 -4.77746
H -2.24599 3.84666 -4.61809
H -2.78973 5.23616 -2.67532
H -1.01591 5.95465 -1.17302
H -1.04616 6.80621 -2.74493
H 1.71859 4.91610 -4.10315
H 0.52178 6.17283 -4.46077
H 1.07381 2.61724 -4.22053
H -0.61791 2.18022 -4.39275
H -2.05149 3.76344 -0.97455
H -2.51493 2.87473 -2.43700
H 1.93837 4.08141 -1.90678
H 0.79302 4.54835 -0.64922
C 3.27380 0.66142 -2.39177
P 2.66036 0.23632 -0.71101
C 3.57028 -1.34298 -0.47487
C 3.72863 1.36392 0.26369
H 4.36265 0.66732 -2.35490
H 2.92226 1.65001 -2.69101
H 2.94148 -0.06874 -3.12534
H 4.64037 -1.16235 -0.57879
H 3.24655 -2.06385 -1.22690
H 3.37448 -1.75554 0.51378
H 4.73718 1.36602 -0.14954
H 3.77574 1.02338 1.29550
H 3.33261 2.38035 0.23902
*
```

Energy comparison, zero being the most stable, in eV: run P 0.000; run Q 1.054.

Run P
Molecular formula: C4H5N3S
Method: DFT, ωB97M-V/def2-TZVPD

SMILES	[H]/N=C/N1N=CSC1=C
HOMO-LUMO gap	0.316	Eh

Geometry as ORCA input:
```
! RIJCOSX wB97M-V def2-TZVPD def2/J DEFGRID3
* xyz 0 1
H 2.04095 -2.76046 -1.55551
N 1.23562 -2.25060 -1.03409
C 1.67151 -1.13826 -0.52516
N 0.72300 -0.18312 -0.07148
N 1.18793 0.75385 0.81804
C 0.20208 1.54462 1.15655
S -1.37258 1.20444 0.64955
C -0.68887 -0.16088 -0.36071
C -1.44557 -0.87370 -1.15159
H 2.68850 -0.90222 -0.36829
H 0.44935 2.25342 1.89985
H -1.21049 -1.72845 -1.88031
H -2.46780 -0.60499 -1.19028
*
```

Run Q
Molecular formula: C4H5N3S
Method: DFT, ωB97M-V/def2-TZVPD

SMILES	C=C1C(=S)N=CN1N
HOMO-LUMO gap	0.279	Eh

Geometry as ORCA input:
```
! RIJCOSX wB97M-V def2-TZVPD def2/J DEFGRID3
* xyz 0 1
C 0.48595 1.71170 -0.00633
C 0.49530 0.38662 -0.00864
C 1.64561 -0.56468 -0.00824
S 3.22155 -0.15119 -0.00251
N 1.13835 -1.87009 -0.00500
C -0.15268 -1.74151 -0.00569
N -0.62344 -0.46906 0.00296
N -1.97224 -0.12335 -0.00961
H 1.40288 2.25080 -0.00209
H -0.44392 2.29755 0.02286
H -0.86563 -2.55759 0.02691
H -2.16714 0.42716 0.83025
H -2.16458 0.40364 -0.83486
*
```

Run R
Molecular formula: C4H5N3S
Method: DFT, ωB97M-V/def2-TZVPD

HOMO-LUMO gap	0.357	Eh

Geometry as ORCA input:
```
! RIJCOSX wB97M-V def2-TZVPD def2/J DEFGRID3
* xyz 0 1
C 1.74870 -0.19888 1.46883
C -0.84814 -0.40155 -1.95766
C -1.46405 -0.04335 -0.99221
C -2.17516 0.48999 0.19394
N 2.33328 -1.21263 0.91812
N 1.43433 0.78419 0.61129
N 2.58778 -1.07246 -0.34892
S 1.97717 0.40922 -0.88399
H -0.26399 -0.63951 -2.82065
H 1.52192 -0.03765 2.48384
H -1.85364 0.06720 1.13745
H -1.79578 1.52075 0.18492
H -3.20241 0.33467 0.00505
*
```

Energy comparison, zero being the most stable, in eV: run P 0.581; run Q 0.000; run R 1.834.